1.
Molecular formula: C39H32As2CoNS
Method: DFT, the ωB97M-V functional and the def2-TZVPD basis

Energy above the lowest of the compared OMol25 structures with the same formula, charge and spin: 9.1 kcal/mol
HOMO-LUMO gap (spin up / spin down): 7.1448 / 8.0520 eV
Maximum force: 1.1 eV/A
⟨S²⟩: 1.17
M: 755.54 g mol⁻¹
Net charge: +1
Spin multiplicity: 2
E: -7812.39817 Ha

Each line ends with the Mulliken charge.
Atoms and positions in Å:
Co (0.37, -0.77, 0.27)  -0.46
C (-0.75, 2.40, -0.72)  -1.48
C (-0.69, 2.48, 0.81)  -1.05
As (0.50, 1.17, 1.68)  1.77
C (2.23, 2.02, 1.60)  0.09
C (3.06, 2.02, 2.71)  -0.50
C (4.34, 2.57, 2.62)  -0.77
C (4.78, 3.11, 1.42)  -0.54
C (3.95, 3.10, 0.31)  -0.65
C (2.67, 2.55, 0.40)  -0.31
C (-0.06, 1.41, 3.50)  0.03
C (0.11, 2.64, 4.13)  -0.17
C (-0.39, 2.82, 5.41)  -0.79
C (-1.07, 1.80, 6.05)  -0.47
C (-1.24, 0.57, 5.42)  -0.63
C (-0.74, 0.38, 4.14)  -0.39
As (-0.68, 0.58, -1.45)  1.82
C (0.10, 0.92, -3.16)  0.11
C (-0.57, 1.68, -4.11)  -0.57
C (0.07, 2.01, -5.30)  -0.68
C (1.38, 1.58, -5.53)  -0.49
C (2.04, 0.82, -4.58)  -0.64
C (1.40, 0.48, -3.40)  -0.21
C (-2.53, 0.21, -1.84)  0.15
C (-3.53, 0.66, -0.97)  -0.42
C (-4.85, 0.34, -1.21)  -0.68
C (-5.19, -0.45, -2.30)  -0.53
C (-4.20, -0.91, -3.16)  -0.76
C (-2.87, -0.58, -2.93)  -0.72
H (0.10, 2.91, -1.16)  0.64
H (-1.64, 2.89, -1.10)  0.71
H (-1.67, 2.30, 1.26)  0.51
H (-0.38, 3.47, 1.13)  0.56
H (2.73, 1.60, 3.65)  0.50
H (4.99, 2.56, 3.48)  0.41
H (5.77, 3.54, 1.35)  0.42
H (4.29, 3.52, -0.63)  0.44
H (2.05, 2.53, -0.48)  0.15
H (0.65, 3.44, 3.63)  0.41
H (-0.25, 3.78, 5.90)  0.40
H (-1.46, 1.95, 7.04)  0.39
H (-1.77, -0.23, 5.92)  0.41
H (-0.86, -0.58, 3.65)  0.37
H (-1.58, 2.01, -3.93)  0.42
H (-0.44, 2.60, -6.04)  0.41
H (1.87, 1.85, -6.46)  0.39
H (3.05, 0.48, -4.77)  0.44
H (1.91, -0.13, -2.66)  0.26
H (-3.27, 1.28, -0.12)  0.19
H (-5.63, 0.70, -0.54)  0.43
H (-6.23, -0.70, -2.49)  0.42
H (-4.46, -1.52, -4.01)  0.41
H (-2.10, -0.94, -3.60)  0.52
S (0.22, -5.11, -0.35)  -0.33
C (-1.45, -4.67, -0.18)  0.79
C (-2.58, -5.47, -0.28)  -0.66
C (-3.82, -4.88, -0.10)  -0.54
C (-3.92, -3.51, 0.18)  -0.72
C (-2.80, -2.72, 0.28)  -0.38
C (-1.55, -3.31, 0.09)  -0.42
N (-0.32, -2.67, 0.16)  0.15
C (0.68, -3.48, -0.05)  1.24
C (2.05, -2.96, 0.00)  -0.30
C (3.18, -3.77, -0.08)  -0.98
C (4.43, -3.20, 0.04)  -0.74
C (4.55, -1.83, 0.24)  -0.88
C (3.41, -1.02, 0.32)  0.92
C (2.15, -1.57, 0.18)  0.28
H (-2.50, -6.53, -0.49)  0.43
H (-4.71, -5.48, -0.18)  0.41
H (-4.90, -3.07, 0.32)  0.45
H (-2.87, -1.66, 0.49)  0.37
H (3.08, -4.84, -0.22)  0.41
H (5.32, -3.81, -0.02)  0.41
H (5.53, -1.38, 0.35)  0.46
H (3.53, 0.05, 0.48)  0.33



2.
Molecular formula: C39H32FN7O4Ta
Method: DFT, the ωB97M-V functional and the def2-TZVPD basis

Energy above the lowest of the compared OMol25 structures with the same formula, charge and spin: 0.0 kcal/mol
HOMO-LUMO gap: 5.6440 eV
Maximum force: 0.5 eV/A
M: 862.68 g mol⁻¹
Net charge: +3
E: -2345.82908 Ha

Each line ends with the Mulliken charge.
Atoms and positions in Å:
Ta (0.22, 0.87, -0.92)  2.25
C (0.14, 5.39, -0.65)  -1.77
C (0.06, 3.96, -1.03)  1.17
N (0.26, 2.97, -0.23)  0.95
N (0.58, 3.19, 1.09)  -1.39
C (0.74, 2.05, 1.69)  0.10
O (0.56, 0.92, 0.94)  -0.49
C (1.12, 1.89, 3.07)  0.74
C (1.43, 3.02, 3.84)  -0.57
C (1.80, 2.86, 5.16)  -0.78
C (1.84, 1.58, 5.72)  -0.51
C (1.53, 0.46, 4.96)  -0.72
C (1.17, 0.61, 3.64)  -0.19
C (-0.28, 3.53, -2.40)  0.54
C (-0.59, 4.39, -3.42)  -0.87
C (-0.92, 3.87, -4.67)  -0.50
C (-0.92, 2.50, -4.86)  -0.86
C (-0.60, 1.68, -3.80)  -0.03
N (-0.28, 2.18, -2.58)  -0.06
H (0.58, 5.50, 0.34)  0.38
H (-0.86, 5.83, -0.64)  0.40
H (0.73, 5.94, -1.38)  0.46
H (1.39, 4.01, 3.40)  0.51
H (2.04, 3.72, 5.77)  0.46
H (2.12, 1.46, 6.76)  0.46
H (1.56, -0.52, 5.40)  0.53
H (0.91, -0.25, 3.04)  0.47
H (-0.59, 5.46, -3.24)  0.53
H (-1.17, 4.54, -5.49)  0.48
H (-1.17, 2.07, -5.82)  0.49
H (-0.58, 0.60, -3.90)  0.50
C (-3.07, -5.96, -1.76)  -1.89
C (-4.06, -4.83, -1.54)  0.48
C (-5.05, -5.12, -0.43)  -0.90
C (-6.10, -4.03, -0.37)  -0.94
C (-5.46, -2.68, -0.26)  1.03
C (-6.14, -1.62, 0.28)  -0.67
C (-5.53, -0.37, 0.44)  -0.12
F (-6.25, 0.62, 0.96)  -0.31
C (-4.23, -0.15, 0.10)  -0.97
C (-3.51, -1.21, -0.47)  0.46
C (-2.15, -1.06, -0.84)  2.07
O (-1.52, 0.10, -0.60)  -0.82
C (-1.46, -2.10, -1.41)  -0.29
C (-2.12, -3.32, -1.58)  -0.62
N (-3.38, -3.51, -1.24)  0.12
C (-4.12, -2.47, -0.66)  -0.76
C (-0.03, -2.03, -1.84)  0.01
O (0.65, -2.98, -2.03)  -0.53
O (0.43, -0.74, -2.02)  -0.26
H (-3.64, -6.88, -1.87)  0.42
H (-2.41, -6.09, -0.90)  0.42
H (-2.48, -5.85, -2.66)  0.55
H (-4.61, -4.64, -2.47)  0.18
H (-4.52, -5.20, 0.53)  0.35
H (-5.51, -6.09, -0.62)  0.37
H (-6.78, -4.18, 0.47)  0.51
H (-6.72, -4.06, -1.27)  0.35
H (-7.17, -1.74, 0.61)  0.57
H (-3.77, 0.82, 0.26)  0.60
H (-1.58, -4.16, -2.01)  0.66
C (4.21, 0.73, -2.81)  -1.05
C (2.87, 0.68, -2.53)  -0.14
N (2.39, 0.98, -1.29)  -0.27
C (3.26, 1.30, -0.32)  0.18
C (4.64, 1.32, -0.52)  0.20
C (5.11, 1.06, -1.79)  -0.22
C (5.56, 1.63, 0.59)  -1.16
C (5.60, 1.07, 1.80)  -0.82
C (4.80, -0.05, 2.34)  1.20
C (5.08, -0.54, 3.61)  -0.61
C (4.33, -1.61, 4.06)  -0.38
N (3.37, -2.16, 3.33)  -0.46
C (3.19, -1.64, 2.13)  -0.55
N (3.83, -0.61, 1.59)  -0.14
H (4.56, 0.50, -3.81)  0.45
H (2.16, 0.37, -3.28)  0.45
H (2.86, 1.55, 0.65)  0.62
H (6.17, 1.09, -1.99)  0.58
H (6.31, 2.38, 0.37)  0.48
H (6.37, 1.43, 2.48)  0.38
H (5.87, -0.12, 4.21)  0.45
H (4.50, -2.05, 5.04)  0.46
H (2.42, -2.10, 1.51)  0.61



3.
Molecular formula: C39H32IN5P2PdS2
Method: DFT, the ωB97M-V functional and the def2-TZVPD basis

Energy above the lowest of the compared OMol25 structures with the same formula, charge and spin: 10.2 kcal/mol
HOMO-LUMO gap: 4.2734 eV
Maximum force: 0.5 eV/A
M: 930.13 g mol⁻¹
Net charge: -2
E: -3683.83317 Ha

Each line ends with the Mulliken charge.
Atoms and positions in Å:
Pd (0.52, 0.89, 0.28)  -0.27
S (1.21, -1.98, 2.79)  -0.82
P (0.77, -2.18, 0.82)  1.49
C (1.39, -1.06, -0.24)  -0.57
P (1.25, -0.81, -1.90)  1.44
S (2.31, 0.62, -2.82)  -0.66
C (1.78, -2.31, -2.84)  -0.27
C (1.18, -2.73, -4.03)  -0.13
C (1.69, -3.82, -4.73)  -0.64
C (2.82, -4.49, -4.27)  -0.49
C (3.43, -4.06, -3.10)  -0.58
C (2.91, -2.99, -2.39)  -0.27
C (-0.52, -0.61, -2.43)  0.06
C (-1.02, 0.65, -2.72)  -0.46
C (-2.37, 0.83, -2.99)  -0.63
C (-3.24, -0.25, -3.00)  -0.61
C (-2.74, -1.52, -2.74)  -0.78
C (-1.39, -1.69, -2.46)  0.54
C (1.33, -3.91, 0.41)  -0.18
C (2.44, -4.43, 1.07)  -0.71
C (2.98, -5.66, 0.71)  -0.66
C (2.41, -6.40, -0.31)  -0.49
C (1.31, -5.90, -0.98)  -0.81
C (0.79, -4.66, -0.63)  0.61
C (-1.09, -2.38, 0.87)  0.09
C (-1.87, -1.23, 0.80)  0.23
C (-3.26, -1.30, 0.80)  -0.82
C (-3.90, -2.53, 0.88)  -0.48
C (-3.13, -3.68, 1.00)  -0.70
C (-1.74, -3.60, 1.00)  -0.11
H (0.32, -2.20, -4.42)  0.41
H (1.21, -4.14, -5.65)  0.38
H (3.21, -5.34, -4.81)  0.36
H (4.30, -4.58, -2.72)  0.39
H (3.37, -2.65, -1.47)  0.41
H (-0.34, 1.49, -2.72)  0.18
H (-2.75, 1.83, -3.19)  0.42
H (-4.29, -0.11, -3.20)  0.34
H (-3.40, -2.38, -2.73)  0.41
H (-1.02, -2.69, -2.25)  -0.12
H (2.87, -3.86, 1.88)  0.29
H (3.85, -6.04, 1.24)  0.36
H (2.83, -7.36, -0.59)  0.35
H (0.86, -6.46, -1.80)  0.40
H (-0.06, -4.29, -1.18)  -0.01
H (-1.39, -0.25, 0.72)  -0.07
H (-3.83, -0.39, 0.71)  0.44
H (-4.98, -2.59, 0.87)  0.35
H (-3.61, -4.65, 1.10)  0.38
H (-1.17, -4.51, 1.13)  0.45
I (4.08, 2.72, 6.67)  0.00
C (3.09, 2.15, 4.95)  -0.93
C (2.84, 0.87, 4.51)  -0.19
N (2.18, 1.00, 3.36)  0.01
N (1.97, 2.26, 3.01)  -0.02
C (2.52, 2.99, 3.97)  -0.09
H (3.08, -0.10, 4.92)  0.42
H (1.82, 0.22, 2.78)  0.22
H (2.51, 4.07, 3.93)  0.40
C (2.05, 4.18, 0.09)  -0.98
C (1.23, 3.17, -0.45)  0.58
N (0.01, 2.90, 0.08)  -0.54
C (-0.42, 3.65, 1.10)  -0.53
C (0.27, 4.74, 1.60)  1.13
C (1.57, 4.96, 1.11)  -0.44
C (-0.28, 5.56, 2.67)  -0.56
C (-1.52, 6.05, 2.80)  -0.76
C (-2.63, 6.03, 1.84)  0.59
C (-2.48, 5.85, 0.46)  -0.27
C (-3.62, 5.92, -0.31)  -0.37
N (-4.83, 6.16, 0.19)  -0.65
C (-4.86, 6.32, 1.51)  -0.08
N (-3.84, 6.29, 2.35)  -0.64
H (3.04, 4.32, -0.33)  0.42
H (1.51, 2.63, -1.35)  0.11
H (-1.38, 3.36, 1.53)  0.45
H (2.17, 5.77, 1.51)  0.44
H (0.41, 5.79, 3.49)  0.27
H (-1.78, 6.56, 3.72)  0.33
H (-1.52, 5.65, 0.02)  0.45
H (-3.56, 5.78, -1.39)  0.43
H (-5.84, 6.52, 1.95)  0.40



4.
Molecular formula: C39H32KN7O3S5
Method: DFT, the ωB97M-V functional and the def2-TZVPD basis

Energy above the lowest of the compared OMol25 structures with the same formula, charge and spin: 23.7 kcal/mol
HOMO-LUMO gap: 2.7069 eV
Maximum force: 1.7 eV/A
M: 846.16 g mol⁻¹
Net charge: -2
E: -4705.42437 Ha

Each line ends with the Mulliken charge.
Atoms and positions in Å:
K (1.82, -2.17, -0.36)  1.15
C (0.33, -4.13, -4.60)  -1.53
C (0.44, -3.74, -3.15)  0.23
N (0.78, -2.58, -2.75)  1.11
N (1.01, -1.59, -3.68)  -1.19
C (1.76, -0.61, -3.19)  -0.13
O (2.38, -0.54, -2.09)  -0.88
C (1.92, 0.56, -4.14)  0.33
C (1.58, 0.48, -5.49)  -0.12
C (1.74, 1.58, -6.32)  -0.65
C (2.25, 2.78, -5.81)  -0.34
C (2.59, 2.86, -4.47)  -0.60
C (2.43, 1.75, -3.64)  -0.46
C (0.20, -4.77, -2.09)  0.60
C (0.04, -6.11, -2.41)  -0.79
C (-0.08, -7.04, -1.38)  -0.47
C (-0.04, -6.60, -0.07)  -0.60
C (0.11, -5.24, 0.16)  -0.53
N (0.20, -4.35, -0.82)  0.28
H (0.43, -3.24, -5.21)  0.30
H (-0.64, -4.61, -4.81)  0.34
H (1.11, -4.84, -4.87)  0.30
H (1.18, -0.45, -5.86)  0.37
H (1.48, 1.51, -7.37)  0.37
H (2.37, 3.63, -6.46)  0.35
H (2.98, 3.78, -4.07)  0.37
H (2.71, 1.79, -2.60)  0.46
H (0.06, -6.44, -3.44)  0.35
H (-0.18, -8.09, -1.61)  0.37
H (-0.08, -7.29, 0.76)  0.42
H (0.21, -4.85, 1.17)  0.35
C (-7.77, 7.95, 4.09)  -0.83
O (-6.38, 7.91, 4.36)  -0.47
C (-5.68, 6.86, 3.86)  1.02
C (-4.31, 6.84, 4.15)  -0.55
C (-3.52, 5.82, 3.68)  -0.53
C (-4.06, 4.79, 2.91)  0.26
C (-5.41, 4.82, 2.63)  -0.71
C (-6.23, 5.84, 3.09)  -0.68
C (-3.17, 3.71, 2.44)  0.23
N (-1.89, 3.64, 2.70)  -0.83
C (-1.46, 2.49, 2.07)  1.03
C (-2.49, 1.88, 1.42)  0.11
N (-3.59, 2.67, 1.66)  -0.10
C (-2.36, 0.66, 0.67)  0.48
C (-3.40, 0.01, 0.00)  -0.64
C (-3.14, -1.16, -0.67)  -1.19
C (-1.83, -1.67, -0.65)  -0.15
N (-0.84, -1.07, -0.02)  0.36
C (-1.08, 0.08, 0.64)  -0.27
C (0.05, 0.73, 1.33)  -0.34
N (1.25, 0.13, 1.24)  0.58
C (2.28, 0.66, 1.86)  -0.55
C (2.18, 1.85, 2.60)  -0.98
C (0.97, 2.48, 2.69)  -0.66
C (-0.13, 1.92, 2.04)  0.21
H (-8.15, 8.84, 4.58)  0.24
H (-8.27, 7.07, 4.50)  0.33
H (-7.97, 8.00, 3.02)  0.33
H (-3.90, 7.65, 4.75)  0.41
H (-2.46, 5.80, 3.90)  0.50
H (-5.87, 4.03, 2.04)  0.24
H (-7.28, 5.83, 2.85)  0.37
H (-4.53, 2.51, 1.34)  0.16
H (-4.40, 0.43, 0.00)  0.33
H (-3.91, -1.69, -1.21)  0.43
H (-1.57, -2.59, -1.15)  0.19
H (3.21, 0.12, 1.77)  0.59
H (3.06, 2.24, 3.10)  0.40
H (0.85, 3.40, 3.24)  0.53
S (4.64, -8.30, 4.90)  -0.45
C (4.16, -7.06, 3.85)  0.06
S (4.36, -7.09, 2.16)  -0.17
C (3.56, -5.59, 1.70)  -0.02
C (3.02, -4.91, 2.76)  -0.12
S (2.13, -3.41, 2.78)  -0.49
S (3.26, -5.69, 4.31)  -0.18
S (3.56, -5.21, 0.00)  -0.46
C (6.38, 0.04, -0.54)  -1.05
C (5.62, -1.27, -0.63)  -0.36
O (4.32, -1.17, -0.09)  -0.16
H (7.38, -0.06, -0.97)  0.40
H (6.48, 0.35, 0.51)  0.24
H (5.85, 0.83, -1.07)  0.25
H (6.12, -2.05, -0.07)  0.33
H (5.57, -1.60, -1.67)  0.29
H (3.75, -0.74, -0.75)  0.28



5.
Molecular formula: C39H32N9O5SZn
Method: DFT, the ωB97M-V functional and the def2-TZVPD basis

Energy above the lowest of the compared OMol25 structures with the same formula, charge and spin: 4.2 kcal/mol
HOMO-LUMO gap: 7.0341 eV
Maximum force: 0.7 eV/A
M: 804.20 g mol⁻¹
Net charge: -1
E: -4552.11115 Ha

Each line ends with the Mulliken charge.
Atoms and positions in Å:
Zn (-0.67, 0.42, 0.06)  0.31
C (2.99, 1.28, 3.83)  -1.38
N (2.09, 2.27, 3.27)  0.93
C (0.88, 2.12, 2.72)  -0.08
N (0.40, 3.28, 2.33)  -0.43
C (1.40, 4.13, 2.66)  -0.24
N (2.44, 3.58, 3.24)  -0.96
C (4.31, 1.19, 3.12)  0.62
C (5.42, 1.83, 3.66)  -0.56
C (6.66, 1.76, 3.04)  -0.67
C (6.80, 1.02, 1.88)  -0.97
C (5.70, 0.37, 1.33)  0.10
C (4.45, 0.47, 1.94)  -0.05
C (5.91, -0.48, 0.16)  0.62
N (7.00, -1.08, -0.18)  -0.52
N (6.71, -1.79, -1.34)  -0.53
C (5.47, -1.57, -1.59)  0.43
O (4.89, -0.74, -0.69)  -0.07
C (4.69, -2.12, -2.71)  0.27
C (5.17, -3.25, -3.36)  -0.97
C (4.49, -3.76, -4.45)  -0.70
C (3.31, -3.15, -4.88)  -0.74
C (2.82, -2.03, -4.22)  0.94
C (1.56, -1.35, -4.72)  -1.46
N (0.53, -1.23, -3.72)  1.05
C (0.24, -0.19, -2.92)  -0.32
N (-0.80, -0.49, -2.17)  -0.23
C (-1.11, -1.75, -2.55)  -0.51
N (-0.33, -2.24, -3.49)  -1.06
C (3.51, -1.52, -3.13)  0.18
H (2.46, 0.32, 3.80)  0.36
H (3.16, 1.54, 4.88)  0.42
H (0.39, 1.16, 2.63)  0.41
H (1.35, 5.19, 2.46)  0.44
H (5.30, 2.40, 4.58)  0.39
H (7.51, 2.28, 3.46)  0.38
H (7.76, 0.93, 1.38)  0.49
H (3.59, -0.03, 1.50)  0.55
H (6.09, -3.71, -3.01)  0.49
H (4.86, -4.64, -4.96)  0.39
H (2.77, -3.55, -5.72)  0.36
H (1.14, -1.92, -5.54)  0.38
H (1.80, -0.35, -5.08)  0.29
H (0.79, 0.74, -2.87)  0.48
H (-1.92, -2.32, -2.12)  0.57
H (3.13, -0.65, -2.60)  0.60
C (-5.90, 3.03, -0.15)  -2.11
C (-6.81, 1.91, 0.38)  2.13
C (-7.85, 1.59, -0.70)  -1.68
C (-7.52, 2.42, 1.64)  -1.69
C (-6.01, 0.65, 0.71)  0.39
C (-6.69, -0.48, 1.21)  -0.33
C (-6.03, -1.65, 1.54)  -1.37
C (-4.65, -1.70, 1.35)  1.05
S (-3.52, -2.99, 1.64)  -0.47
C (-2.22, -1.95, 1.07)  0.52
N (-2.61, -0.77, 0.70)  0.68
C (-3.97, -0.59, 0.84)  -2.13
C (-4.65, 0.59, 0.53)  0.02
C (-0.81, -2.36, 0.99)  1.56
C (-0.44, -3.68, 1.25)  -1.08
C (0.88, -4.06, 1.11)  -0.85
C (1.82, -3.12, 0.71)  -0.95
C (1.44, -1.80, 0.46)  1.04
C (0.12, -1.37, 0.59)  -1.33
H (-6.51, 3.91, -0.36)  0.45
H (-5.39, 2.74, -1.06)  0.39
H (-5.14, 3.31, 0.58)  0.44
H (-8.40, 2.49, -0.97)  0.44
H (-8.57, 0.84, -0.35)  0.33
H (-7.36, 1.20, -1.59)  0.38
H (-8.07, 3.33, 1.42)  0.44
H (-6.79, 2.64, 2.42)  0.39
H (-8.22, 1.68, 2.04)  0.33
H (-7.76, -0.45, 1.36)  0.40
H (-6.57, -2.51, 1.93)  0.36
H (-4.05, 1.41, 0.16)  0.97
H (-1.19, -4.41, 1.54)  0.39
H (1.18, -5.08, 1.30)  0.37
H (2.86, -3.41, 0.59)  0.49
H (2.19, -1.09, 0.15)  0.79
O (0.68, 3.81, -1.55)  -0.75
C (0.11, 2.87, -1.03)  0.43
O (0.64, 1.72, -0.76)  -0.47
C (-1.41, 2.99, -0.63)  0.51
O (-2.04, 4.01, -0.90)  -0.72
O (-1.91, 1.94, -0.06)  -0.73